{
  "formula": "C12H13BrO2Ti",
  "method": "the ωB97M-V functional and the def2-TZVPD basis",
  "symbols": ["H", "H", "O", "H", "C", "H", "C", "H", "H", "C", "C", "H", "C", "C", "O", "H", "Ti", "H", "C", "C", "H", "C", "H", "Br", "C", "C", "C", "H", "H"],
  "positions_angstrom": [[-2.753, -1.395, -0.962], [2.716, -1.398, -3.296], [1.195, -0.363, 3.830], [1.921, 1.025, 5.295], [1.203, 1.600, -3.517], [0.147, 0.922, 5.215], [-1.931, 0.487, -0.015], [-1.941, 1.228, -0.811], [-1.279, 1.706, 1.753], [-1.600, 0.765, 1.340], [0.728, -0.612, -3.993], [0.208, -1.517, -4.308], [-2.253, -1.459, 1.215], [-2.349, -0.888, -0.087], [0.963, -1.644, 2.012], [-1.819, -0.514, 3.196], [-0.143, -0.808, 0.627], [1.064, 1.793, 3.914], [1.065, 0.951, 4.616], [2.330, 0.810, -3.121], [-2.574, -2.452, 1.526], [-1.781, -0.452, 2.113], [3.243, 1.183, -2.653], [0.366, -2.272, -1.180], [0.654, -0.561, 2.684], [2.048, -0.551, -3.440], [0.214, 0.718, -4.058], [-0.760, 1.009, -4.461], [1.118, 2.688, -3.433]],
  "atomic_forces_ev_per_a": [[0.6, 0.2, 0.2], [-0.2, 0.2, 0.1], [1.1, 0.7, 3.0], [-0.1, -0.4, -0.4], [-0.1, -0.7, 0.1], [0.1, -0.1, -0.4], [-1.0, -0.3, 0.9], [0.3, -0.4, 0.0], [0.1, 0.0, -0.1], [-1.1, -0.9, 0.0], [0.7, 0.8, 0.0], [0.1, 0.3, 0.1], [-0.3, 0.9, 0.5], [-0.1, 0.6, 0.1], [0.2, 0.6, 2.9], [0.5, -0.1, -0.3], [0.7, -0.2, 0.7], [-0.1, -0.3, 0.1], [-0.4, -1.3, -1.4], [-0.7, -0.3, -0.4], [0.3, 0.2, -0.3], [-2.1, 0.9, -1.2], [-0.2, -0.1, -0.2], [0.2, -0.3, 0.0], [1.0, 0.1, -4.0], [-0.7, 0.7, -0.3], [0.7, -0.3, 0.4], [0.3, -0.1, 0.1], [0.0, -0.4, 0.0]],
  "total_energy_ev": -109906.6799,
  "charge": -1,
  "homo_lumo_gap_ha": [0.1631, 0.1633],
  "multiplicity": 2
}



{
  "formula": "C30H45F5O7Zn",
  "method": "the ωB97M-V functional and the def2-TZVPD basis",
  "symbols": ["C", "H", "O", "H", "H", "H", "H", "C", "H", "C", "C", "H", "O", "H", "C", "H", "C", "C", "F", "H", "H", "O", "C", "C", "H", "C", "H", "H", "O", "O", "H", "H", "F", "F", "C", "C", "C", "F", "C", "H", "H", "H", "O", "C", "C", "F", "C", "H", "H", "H", "H", "H", "H", "O", "H", "H", "H", "H", "H", "H", "Zn", "C", "H", "C", "C", "H", "H", "C", "H", "H", "C", "C", "C", "H", "C", "H", "H", "C", "H", "C", "H", "H", "H", "C", "C", "C", "H", "H"],
  "positions_angstrom": [[4.587, 5.992, 0.277], [1.708, 0.006, -0.338], [-3.441, -1.474, -3.177], [-7.980, -0.108, 6.618], [7.364, 7.104, 1.969], [-6.372, -2.779, 6.783], [3.799, 5.288, 0.543], [2.611, -3.102, -6.980], [0.639, 3.425, -5.658], [0.005, -9.218, 4.877], [-3.393, -3.459, -1.912], [-4.428, 5.668, 2.350], [0.841, -6.810, 5.439], [4.307, 7.026, 0.076], [1.018, 5.493, -5.904], [1.045, -4.540, -7.383], [1.811, 6.455, -6.541], [-0.084, -5.146, 7.106], [0.708, -9.888, 5.727], [1.040, -1.241, 1.832], [-3.903, 8.284, 1.551], [6.055, 4.937, 1.931], [1.771, 3.796, -7.464], [1.097, 4.180, -6.280], [2.307, -1.574, -0.196], [2.577, 4.805, -8.049], [2.135, -2.563, -6.174], [-2.867, 9.243, 2.712], [3.002, -1.545, 2.445], [-5.233, -0.795, 5.279], [4.989, 5.487, -0.602], [-0.908, -5.559, 5.245], [2.218, -6.266, -8.830], [0.315, 5.757, -4.753], [6.376, 7.264, 1.535], [-3.089, 7.219, 3.236], [2.559, 6.124, -7.639], [-1.201, -9.039, 5.480], [2.033, -4.189, -7.645], [3.391, -0.204, 0.132], [6.532, 7.960, 0.711], [-2.819, 5.845, 1.664], [1.912, -7.719, 3.819], [-4.149, -1.221, -0.870], [-3.609, 8.454, 2.587], [-0.262, -10.062, 3.788], [4.055, -4.802, -8.613], [0.499, -5.563, 7.926], [-1.037, -4.799, 7.505], [-1.098, -6.862, 6.304], [5.764, -3.437, -8.318], [-4.449, -1.976, -0.143], [-4.233, -3.935, -1.405], [-2.449, 7.288, 4.225], [-6.790, -2.987, 5.067], [1.947, 0.199, 2.199], [-4.419, 8.974, 3.099], [-3.096, -3.948, -2.840], [1.662, 2.814, -7.901], [4.666, -5.525, -9.132], [4.662, -5.419, 4.309], [2.699, -5.051, -8.483], [-6.682, 0.925, 6.616], [3.992, -2.902, -7.222], [-6.929, -2.357, 5.946], [-0.008, -7.353, 3.681], [5.871, 7.828, 2.319], [-3.594, -1.989, -2.064], [3.071, 4.547, -8.974], [0.545, -4.375, 6.661], [-6.404, -0.968, 5.603], [2.034, -0.800, 1.772], [-0.356, -6.125, 5.996], [1.858, 7.463, -6.156], [2.382, -0.593, 0.274], [4.482, -2.069, -6.739], [3.049, 6.877, -8.239], [-3.382, 5.850, 2.598], [-7.485, 0.947, 5.097], [-7.235, 0.286, 5.927], [-7.910, -2.248, 6.407], [-3.399, -0.456, -0.667], [-2.510, -3.432, -1.274], [4.719, -3.646, -8.143], [5.719, 5.960, 1.317], [0.661, -7.806, 4.413], [-2.835, 5.084, 3.147], [-5.049, -0.932, -1.412]],
  "atomic_forces_ev_per_a": [[0.9, -0.9, 0.6], [-0.3, 0.4, 0.6], [0.1, -0.2, 2.0], [-1.1, 0.6, -0.7], [0.1, -0.2, 0.0], [0.6, 0.1, -0.3], [-0.3, 0.5, 0.4], [1.9, -1.4, -0.9], [-0.4, 0.0, -0.1], [-0.8, 0.4, -1.5], [0.8, 0.3, 0.2], [0.1, -0.1, 0.3], [-2.0, 0.3, 1.7], [-0.3, -0.4, -0.1], [1.2, 0.1, 0.7], [-0.4, 0.4, 0.1], [-1.0, 0.7, 1.1], [1.3, -0.4, -0.2], [1.4, -0.7, 0.7], [-0.4, -0.2, 0.5], [0.1, 0.2, 0.0], [-0.8, 2.1, -1.3], [0.6, 2.4, 1.0], [-0.2, -1.4, -1.0], [0.4, -0.2, 0.0], [-1.2, -1.6, -1.1], [-0.3, 0.0, -0.3], [0.5, -0.2, -0.6], [-1.6, 1.2, -0.6], [-1.3, -0.7, -0.2], [0.3, 0.4, -0.4], [0.4, 0.0, -0.7], [-0.3, 0.8, -0.2], [0.6, 0.3, -0.9], [1.6, 0.9, 1.0], [-1.7, -1.1, -1.3], [-0.1, -0.7, -0.1], [0.2, 0.5, -0.5], [-1.9, -0.2, 0.9], [0.0, -0.1, 0.2], [-0.5, -0.4, -0.4], [-0.2, 0.2, -0.5], [-1.8, -1.6, 0.2], [0.2, -1.4, -2.0], [-0.2, 1.0, -0.5], [0.6, 1.5, 1.2], [1.4, 0.0, -1.6], [-0.1, -0.2, 0.0], [0.1, 0.3, -0.2], [0.3, -0.3, 0.2], [0.0, -0.2, -0.1], [0.4, 0.7, 0.6], [0.2, -0.1, 0.0], [1.5, 0.1, 2.1], [-0.5, -0.2, 0.2], [0.1, 0.5, 0.8], [-0.5, -0.8, 0.3], [-0.3, 0.1, 0.0], [0.3, -0.1, 0.2], [-0.1, -0.2, -0.3], [-0.5, -0.2, -0.1], [2.3, 0.6, 1.4], [0.7, -0.1, -0.2], [-0.7, 1.3, -0.3], [0.0, 0.9, 0.4], [-0.8, -0.2, -0.4], [-0.5, 0.0, 0.0], [-0.5, 0.1, -2.7], [0.3, 0.0, -0.1], [-0.3, 0.5, 0.3], [2.3, 1.3, 0.5], [1.8, -1.2, -1.2], [-0.6, -1.3, -0.6], [-0.3, 0.1, 0.0], [0.1, -0.6, -0.1], [0.0, 0.1, 0.2], [0.3, 0.1, 0.3], [1.1, 0.7, -0.4], [-0.6, -0.6, 0.0], [0.3, -1.0, 1.2], [-0.4, -0.5, -0.9], [-0.7, 0.2, 0.6], [0.1, -0.8, 0.5], [-2.0, -1.1, 1.0], [-0.5, -2.1, 0.3], [2.4, 1.7, -0.2], [-0.8, -0.1, 0.5], [-0.2, 1.1, 0.7]],
  "total_energy_ev": -108164.1962,
  "charge": 0,
  "homo_lumo_gap_ha": 0.0880
}



{
  "formula": "C20H27ClN2O4",
  "method": "the ωB97M-V functional and the def2-TZVPD basis",
  "symbols": ["H", "C", "H", "O", "H", "C", "Cl", "H", "H", "H", "H", "H", "H", "H", "C", "H", "C", "H", "C", "O", "C", "O", "H", "C", "N", "H", "O", "C", "C", "H", "H", "H", "H", "C", "C", "H", "C", "C", "C", "H", "C", "C", "H", "H", "H", "H", "N", "H", "H", "C", "C", "H", "C", "C"],
  "positions_angstrom": [[2.512, 2.564, -0.090], [-0.793, -1.091, 0.961], [-0.233, 0.775, 1.804], [-4.057, 0.367, 1.399], [-5.014, -1.892, 0.124], [-1.149, 0.256, 1.524], [2.474, -2.941, -0.379], [0.759, 3.844, -0.331], [-2.781, -1.871, 1.068], [-0.983, 4.373, 1.375], [-1.767, 0.131, 2.417], [0.131, -4.508, -0.611], [-2.845, 3.093, 0.482], [-0.873, 3.832, -1.021], [-1.946, 1.135, 0.534], [4.937, -1.502, 1.073], [-0.193, 3.318, -0.327], [-1.059, 0.228, -1.235], [2.386, 2.196, -1.109], [-3.768, 0.403, -0.820], [-0.800, 3.340, 1.077], [4.692, 1.643, 1.065], [-2.509, 2.506, 2.112], [-5.102, -0.074, -1.026], [-0.029, 1.955, -0.773], [-0.090, 2.911, 1.784], [1.113, 0.250, -1.688], [-1.765, -2.067, 0.767], [4.336, 0.531, 0.723], [-6.174, -1.921, -1.206], [1.296, -0.645, 0.788], [-1.952, 1.734, -1.539], [3.467, -1.026, 1.923], [-2.113, 2.563, 1.097], [-1.276, 1.223, -0.843], [2.338, 3.047, -1.791], [-5.185, -1.588, -0.905], [3.609, 1.339, -1.457], [-1.437, -3.287, 0.206], [4.497, 1.977, -1.447], [4.454, -0.691, 1.610], [0.838, -2.600, 0.058], [5.036, -0.437, 2.492], [-2.201, -4.035, 0.054], [-4.440, -2.056, -1.543], [3.385, -0.613, -0.694], [3.816, 0.279, -0.498], [3.482, 0.889, -2.442], [-5.765, 0.403, -0.297], [0.522, -1.377, 0.622], [-3.365, 0.575, 0.436], [-5.360, 0.253, -2.036], [-0.131, -3.561, -0.165], [1.109, 1.378, -1.225]],
  "atomic_forces_ev_per_a": [[0.0, 0.1, 0.0], [0.1, -0.1, 0.1], [0.0, 0.0, 0.0], [-0.1, -0.1, 0.1], [0.0, -0.1, 0.1], [-0.1, 0.0, -0.1], [0.3, -0.1, -0.1], [0.0, 0.0, -0.1], [-0.1, 0.0, 0.1], [0.0, 0.0, 0.0], [0.1, 0.1, 0.0], [0.1, -0.1, 0.0], [-0.1, 0.0, 0.0], [0.1, 0.0, 0.0], [-0.1, 0.1, 0.0], [0.0, -0.1, 0.0], [0.2, 0.3, 0.3], [-0.1, 0.2, 0.0], [0.3, -0.4, -0.2], [0.1, 0.0, -0.3], [-0.1, 0.0, -0.3], [0.1, 0.4, 0.1], [-0.1, 0.0, 0.0], [-0.5, -0.2, 0.1], [-0.4, -0.1, 0.2], [0.1, 0.0, 0.0], [0.2, -0.3, -0.2], [0.0, 0.0, 0.0], [0.0, -0.5, 0.1], [-0.1, -0.1, 0.0], [0.1, 0.1, 0.0], [0.1, -0.1, 0.0], [-0.1, -0.1, 0.0], [0.1, 0.0, 0.2], [-0.2, -0.3, -0.2], [0.0, 0.1, 0.1], [0.2, 0.4, 0.0], [-0.1, 0.3, 0.1], [0.0, 0.0, 0.0], [-0.1, -0.1, -0.1], [0.1, 0.2, 0.1], [-0.4, 0.0, 0.1], [0.0, 0.0, 0.0], [-0.1, -0.1, 0.0], [0.0, -0.1, -0.1], [0.1, 0.0, 0.1], [-0.2, -0.1, -0.4], [0.1, 0.1, 0.1], [0.1, 0.0, -0.2], [-0.1, -0.1, 0.0], [0.2, 0.2, 0.1], [0.0, 0.0, 0.1], [0.1, 0.0, 0.0], [0.3, 0.4, 0.0]],
  "total_energy_ev": -44873.3138,
  "charge": 0,
  "homo_lumo_gap_ha": 0.3601
}



{
  "formula": "C4H12",
  "method": "the ωB97M-V functional and the def2-TZVPD basis",
  "symbols": ["H", "H", "C", "C", "H", "H", "H", "H", "H", "H", "H", "H", "H", "C", "C", "H"],
  "positions_angstrom": [[-2.757, -0.437, -0.826], [0.579, -1.600, -0.155], [-1.414, 1.167, -0.035], [1.277, -0.878, 0.381], [-1.331, 1.276, -1.025], [0.808, 0.012, 0.600], [3.323, 0.028, -0.074], [2.152, 0.184, -1.472], [-2.194, -0.467, 1.093], [-1.559, 2.239, 0.464], [3.014, -1.435, -0.909], [-3.345, 0.696, 0.638], [-0.375, 0.823, 0.298], [-2.504, 0.164, 0.306], [2.601, -0.474, -0.592], [1.725, -1.298, 1.309]],
  "atomic_forces_ev_per_a": [[0.5, 1.4, 3.9], [1.0, 1.0, 0.8], [1.5, 1.5, 4.8], [3.5, -1.9, -1.8], [0.2, 0.8, -3.8], [-0.8, 1.4, 0.7], [1.7, 1.6, 1.5], [1.3, -1.5, 1.6], [0.2, -1.2, 0.5], [0.2, -2.3, -1.0], [0.0, 0.4, -0.5], [-1.5, 0.4, 0.1], [-2.1, 0.8, -0.4], [0.4, -0.8, -4.2], [-5.3, -1.4, -1.6], [-0.7, 0.0, -0.6]],
  "total_energy_ev": -4340.4549,
  "charge": 0,
  "homo_lumo_gap_ha": 0.4534
}